## w
ORCA calculation (ωB97M-V with the def2-TZVPD basis set) on one molecule with the formula C9H11OP.

Each line ends with the Mulliken charge.
Cartesian coordinates (Å):
C: 3.777 0.259 -0.783  -0.5700
P: 2.792 0.212 0.530  -0.1289
O: 1.355 -0.545 0.108  -0.4071
C: -0.032 -0.221 0.136  0.2512
C: -0.508 1.105 0.000  1.2115
C: 0.415 2.265 0.271  -1.6046
C: -1.826 1.357 -0.056  -0.6909
C: -2.707 0.320 -0.020  -0.4108
C: -2.304 -1.023 0.045  -0.5713
C: -0.957 -1.311 0.205  0.7137
C: -0.451 -2.687 0.308  -1.2393
H: 4.545 0.877 -0.493  0.3317
H: 3.880 0.028 -1.816  0.3411
H: 0.541 2.433 1.297  0.3124
H: 1.425 2.029 -0.343  0.3032
H: 0.149 3.166 -0.106  0.4693
H: -2.272 2.354 -0.068  0.3441
H: -3.803 0.526 -0.218  0.2662
H: -3.029 -1.946 0.208  0.2292
H: -0.900 -3.365 1.112  0.3024
H: -0.776 -3.080 -0.678  0.2889
H: 0.686 -2.752 0.359  0.2580

**Gap between HOMO and LUMO**: 9.0 eV
**Molecular weight**: 166.160 g mol⁻¹
**E_HOMO**: -8.43 eV
**SMILES**: C=POc1c(C)cccc1C
**Spin multiplicity**: 1
**Lowest unoccupied orbital energy**: 0.021 Eh

=====

## x
ORCA calculation (ωB97M-V with the def2-TZVPD basis set) on one molecule with the formula C9H11OP.

Each line ends with the Mulliken charge.
Cartesian coordinates (Å):
O: 1.834 1.125 1.680  -0.6107
C: 0.859 0.103 1.843  -0.3211
C: -0.537 0.581 1.600  -0.5661
C: -0.691 0.603 0.133  0.4904
C: -1.521 1.409 -0.651  -0.6240
C: -1.457 1.230 -2.046  -0.4254
C: -0.627 0.250 -2.591  -0.5619
C: 0.274 -0.497 -1.852  -0.4008
C: 0.259 -0.277 -0.461  0.1736
C: 1.114 -0.886 0.655  -0.5485
P: 1.059 -2.763 1.074  0.0228
H: 1.951 1.560 0.779  0.3705
H: 1.018 -0.327 2.756  0.5108
H: -0.581 1.590 1.913  0.3816
H: -1.378 -0.095 2.077  0.2602
H: -2.421 1.964 -0.314  0.3157
H: -2.310 1.656 -2.609  0.3106
H: -0.289 0.227 -3.639  0.3006
H: 0.845 -1.278 -2.281  0.5192
H: 2.226 -0.735 0.297  0.3447
H: 0.497 -2.814 -0.187  0.0351
H: -0.126 -2.625 1.824  0.0228

**Gap between HOMO and LUMO**: 9.6 eV
**Molecular weight**: 166.160 g mol⁻¹
**E_HOMO**: -8.78 eV
**SMILES**: O[C@H]1Cc2ccccc2[C@@H]1P
**Spin multiplicity**: 1
**Lowest unoccupied orbital energy**: 0.031 Eh

=====

The structure with the greatest stability is x.

=====

## w
ORCA calculation (ωB97M-V with the def2-TZVPD basis set) on a 2-piece molecular cluster, Br2H4OSi2 overall.

Each line ends with the Mulliken charge.
Cartesian coordinates (Å):
Br: -4.690 0.463 0.617  -0.2360
Si: -2.623 0.025 -0.137  0.5919
Br: -2.253 -2.111 0.453  -0.2150
H: -1.631 0.700 0.749  -0.0426
H: -2.771 0.066 -1.483  -0.0973
O: 1.851 0.461 -0.035  -0.3184
Si: 3.357 0.221 -0.058  0.4267
H: 4.422 1.006 0.443  -0.0600
H: 4.339 -0.830 -0.549  -0.0492

**Gap between HOMO and LUMO**: 9.6 eV
**Molecular weight**: 236.011 g mol⁻¹
**E_HOMO**: -10.23 eV
**SMILES**: Br[SiH2]Br.O=[SiH2]
**Spin multiplicity**: 1
**Lowest unoccupied orbital energy**: -0.022 Eh

=====

## x
ORCA calculation (ωB97M-V with the def2-TZVPD basis set) on Br2H4OSi2 as an isolated structure.

Each line ends with the Mulliken charge.
Cartesian coordinates (Å):
O: 0.605 -0.605 0.356  -0.3687
Si: 1.667 -0.132 -0.749  0.3039
Si: -1.524 -0.009 0.968  0.7871
Br: -3.164 -1.159 -0.029  -0.1598
Br: -1.822 2.047 0.316  -0.1059
H: 3.112 0.011 -0.018  -0.0851
H: 1.616 -0.969 -1.997  -0.1146
H: 1.183 1.182 -1.146  -0.1805
H: -1.673 -0.367 2.300  -0.0764

**Gap between HOMO and LUMO**: 9.2 eV
**Molecular weight**: 236.011 g mol⁻¹
**E_HOMO**: -10.14 eV
**Spin multiplicity**: 1
**Lowest unoccupied orbital energy**: -0.035 Eh

=====

## y
ORCA calculation (ωB97M-V with the def2-TZVPD basis set) on a 2-piece molecular cluster, Br2H4OSi2 overall.

Each line ends with the Mulliken charge.
Cartesian coordinates (Å):
O: -0.117 0.160 -1.760  -0.5100
Si: -0.754 -0.063 -0.363  0.2860
Si: 2.785 0.339 -1.697  0.6959
Br: 3.135 2.146 -2.782  -0.0542
Br: 3.358 -1.511 -2.774  -0.0596
H: -1.950 -0.764 -0.769  -0.1461
H: 0.215 -0.874 0.665  -0.1541
H: -1.230 1.189 0.516  -0.1101
H: 2.818 0.680 -0.190  0.0521

**Gap between HOMO and LUMO**: 7.0 eV
**Molecular weight**: 236.011 g mol⁻¹
**E_HOMO**: -8.97 eV
**Spin multiplicity**: 1
**Lowest unoccupied orbital energy**: -0.072 Eh

=====

The structure with the greatest stability is x.

=====

## w
ORCA calculation (ωB97M-V with the def2-TZVPD basis set) on C5H8O3 as an isolated structure.

Each line ends with the Mulliken charge.
Cartesian coordinates (Å):
C: 1.336 1.500 0.213  -0.5550
C: 0.035 0.771 0.508  -0.0607
C: -0.813 -0.634 -0.676  -0.2158
C: -1.341 -2.111 -0.036  -0.5941
C: -0.604 -1.117 0.613  0.4572
H: 2.452 1.471 -1.526  0.3426
H: 1.308 2.938 0.481  0.2146
H: 2.388 1.010 0.748  0.3238
H: -0.443 1.276 1.215  0.5140
H: -0.164 -0.844 -1.441  0.3246
H: -1.303 -2.937 -1.002  0.2730
H: -2.401 -2.101 0.390  0.2463
H: -1.369 -0.630 1.366  0.0777
O: 1.258 1.137 -1.295  -0.5387
O: -0.974 0.774 -0.519  -0.3562
O: 0.634 -0.503 0.962  -0.4534

**Gap between HOMO and LUMO**: 9.3 eV
**Molecular weight**: 116.116 g mol⁻¹
**E_HOMO**: -8.76 eV
**Spin multiplicity**: 1
**Lowest unoccupied orbital energy**: 0.020 Eh

=====

## x
ORCA calculation (ωB97M-V with the def2-TZVPD basis set) on a 2-piece molecular cluster, C5H8O3 overall.

Each line ends with the Mulliken charge.
Cartesian coordinates (Å):
C: 0.522 0.404 -2.018  -0.9889
C: -0.185 -0.658 -1.235  0.6766
O: -1.315 -0.585 -0.826  -0.5337
C: 0.674 -1.889 -1.004  -0.0485
O: 1.437 -2.061 -0.099  -0.4166
H: -0.195 1.049 -2.518  0.3005
H: 1.227 -0.023 -2.727  0.3845
H: 1.079 1.004 -1.294  0.2763
H: 0.523 -2.653 -1.798  0.3593
C: -1.128 0.887 2.171  -0.9594
C: 0.243 0.658 1.631  0.2610
O: 0.842 1.410 0.911  -0.5282
H: -1.448 1.911 1.998  0.2969
H: -1.802 0.209 1.647  0.2488
H: -1.164 0.646 3.230  0.3435
H: 0.689 -0.309 1.930  0.3279

**Gap between HOMO and LUMO**: 10.4 eV
**Molecular weight**: 116.116 g mol⁻¹
**E_HOMO**: -9.67 eV
**SMILES**: CC(=O)C=O.CC=O
**Spin multiplicity**: 1
**Lowest unoccupied orbital energy**: 0.026 Eh

=====

## y
ORCA calculation (ωB97M-V with the def2-TZVPD basis set) on a 2-piece molecular cluster, C5H8O3 overall.

Each line ends with the Mulliken charge.
Cartesian coordinates (Å):
C: -0.910 -0.640 0.210  -1.0431
C: 0.364 -0.831 0.647  0.6018
C: 0.981 0.059 1.668  -1.0964
O: 1.080 -1.842 0.135  -0.4540
H: -1.352 -1.364 -0.452  0.4243
H: -1.571 0.003 0.763  0.3998
H: 0.463 -0.038 2.620  0.2799
H: 2.042 -0.147 1.813  0.4236
H: 0.862 1.097 1.342  0.2723
H: 1.997 -1.813 0.442  0.3430
O: 0.065 1.991 -0.349  -0.6175
C: -0.061 1.019 -1.078  0.2273
C: -1.294 0.736 -1.895  -0.0166
O: -1.336 -0.032 -2.818  -0.4723
H: 0.825 0.436 -1.441  0.3520
H: -2.155 1.365 -1.608  0.3759

**Gap between HOMO and LUMO**: 9.2 eV
**Molecular weight**: 116.116 g mol⁻¹
**E_HOMO**: -9.17 eV
**SMILES**: C=C(C)O.O=CC=O
**Spin multiplicity**: 1
**Lowest unoccupied orbital energy**: 0.000 Eh

=====

## z
ORCA calculation (ωB97M-V with the def2-TZVPD basis set) on one molecule with the formula C5H8O3.

Each line ends with the Mulliken charge.
Cartesian coordinates (Å):
C: -2.398 -0.311 -0.080  -0.7340
O: -1.115 -0.962 -0.281  -0.4454
C: 0.022 -0.235 0.050  1.3356
C: 0.191 -0.004 1.550  -1.0119
C: 1.117 -1.007 -0.524  -0.3551
O: 2.266 -0.795 -0.154  -0.4909
C: 0.003 1.141 -0.547  -0.2537
O: 0.483 2.193 -0.185  -0.4375
H: -2.839 -0.525 0.875  0.2910
H: -2.369 0.783 -0.174  0.3465
H: -3.012 -0.602 -0.989  0.2683
H: -0.501 -0.952 1.935  0.2707
H: 1.494 -0.192 1.735  0.2855
H: -0.114 1.254 1.872  0.2233
H: 0.909 -1.759 -1.260  0.4412
H: -0.243 1.009 -1.730  0.2665

**Gap between HOMO and LUMO**: 9.7 eV
**Molecular weight**: 116.116 g mol⁻¹
**E_HOMO**: -10.00 eV
**SMILES**: COC(C)(C=O)C=O
**Spin multiplicity**: 1
**Lowest unoccupied orbital energy**: -0.009 Eh

=====

The structure with the greatest stability is x.

=====

## w
ORCA calculation (ωB97M-V with the def2-TZVPD basis set) on one molecule with the formula C5H8O3.

Each line ends with the Mulliken charge.
Cartesian coordinates (Å):
C: 1.002 -1.392 -0.355  -1.1137
C: 0.052 -0.373 0.419  0.8151
O: 0.045 -0.641 1.766  -0.2441
O: -0.518 -1.955 2.032  -0.3929
C: 0.868 1.315 0.367  -0.5244
C: 0.089 1.855 -0.551  -0.2462
C: -1.308 1.273 -0.592  -0.3575
O: -1.153 -0.157 -0.242  -0.4602
H: 0.860 -2.353 0.135  0.3629
H: 1.946 -0.895 -0.304  0.3068
H: 0.583 -1.393 -1.330  0.2900
H: -0.082 -2.315 2.803  0.3035
H: 1.932 1.189 0.733  0.4214
H: 0.173 2.851 -1.085  0.3164
H: -2.006 1.717 0.046  0.2639
H: -1.893 1.264 -1.537  0.2591

**Gap between HOMO and LUMO**: 10.5 eV
**Molecular weight**: 116.116 g mol⁻¹
**E_HOMO**: -9.65 eV
**SMILES**: C[C@@]1(OO)C=CCO1
**Spin multiplicity**: 1
**Lowest unoccupied orbital energy**: 0.033 Eh

=====

## x
ORCA calculation (ωB97M-V with the def2-TZVPD basis set) on one molecule with the formula C5H8O3.

Each line ends with the Mulliken charge.
Cartesian coordinates (Å):
O: -1.504 0.977 1.180  -0.6021
C: -0.830 -0.179 0.742  0.7111
C: 0.495 -0.475 1.464  -0.7754
O: 1.663 -0.130 0.644  -0.4473
C: 1.269 0.058 -0.599  -0.1977
C: 0.423 -1.153 -1.080  -0.9746
C: -0.196 0.076 -0.685  0.3774
O: -1.021 0.653 -1.677  -0.5645
H: -1.963 1.655 0.349  0.3477
H: -1.596 -1.030 0.859  0.1859
H: 0.542 0.003 2.506  0.2964
H: 0.816 -1.447 1.737  0.3221
H: 1.763 0.789 -1.167  0.4404
H: 0.692 -2.044 -0.618  0.2833
H: 0.794 -1.465 -2.148  0.2771
H: -1.114 1.577 -1.748  0.3202

**Gap between HOMO and LUMO**: 9.1 eV
**Molecular weight**: 116.116 g mol⁻¹
**E_HOMO**: -8.74 eV
**SMILES**: O[C@@H]1CO[C@H]2C[C@@]12O
**Spin multiplicity**: 1
**Lowest unoccupied orbital energy**: 0.014 Eh

=====

The structure with the greatest stability is x.

=====

## w
ORCA calculation (ωB97M-V with the def2-TZVPD basis set) on an isolated ion of composition C5H13N2O and charge -1.

Each line ends with the Mulliken charge.
Cartesian coordinates (Å):
C: -1.899 0.904 -0.791  -1.1656
C: -1.676 -0.201 0.379  0.2369
N: -2.590 -1.334 0.302  -0.7982
C: -0.196 -0.488 0.338  -0.8862
N: 0.595 0.744 0.379  0.0266
C: 1.991 0.733 0.555  -0.5325
C: 2.626 -0.186 -0.582  -0.2458
O: 3.875 -0.617 -0.233  -0.9173
H: -1.534 1.848 -0.415  0.3180
H: -2.979 0.883 -1.190  0.3723
H: -1.318 0.702 -1.686  0.2573
H: -1.838 0.299 1.357  0.3380
H: -2.317 -1.898 1.060  0.3183
H: -2.161 -1.958 -0.545  0.3220
H: 0.117 -1.286 1.037  0.2113
H: -0.026 -1.046 -0.652  0.2349
H: 0.189 1.444 0.942  0.1823
H: 2.337 1.769 0.505  0.3018
H: 2.419 0.241 1.611  0.2388
H: 1.929 -1.066 -0.918  0.0564
H: 2.457 0.515 -1.453  0.1308

**Total charge**: -1
**Gap between HOMO and LUMO**: 5.7 eV
**Molecular weight**: 117.172 g mol⁻¹
**E_HOMO**: -2.15 eV
**SMILES**: C[C@@H](N)CNCC[O-]
**Spin multiplicity**: 1
**Lowest unoccupied orbital energy**: 0.132 Eh

=====

## x
ORCA calculation (ωB97M-V with the def2-TZVPD basis set) on a 2-piece molecular cluster, C5H13N2O overall.

Each line ends with the Mulliken charge.
Cartesian coordinates (Å):
C: 0.059 0.406 -1.155  -1.8576
C: -2.194 1.164 -0.002  -1.7148
C: 0.049 0.757 1.281  -1.5120
C: -0.639 -2.144 0.012  -0.3760
C: -0.854 0.286 0.043  1.6446
N: 2.716 -0.584 -0.814  -0.8156
N: -1.371 -1.124 0.073  -0.5562
O: 3.259 0.068 0.387  -0.4398
H: 1.075 0.044 -0.991  0.6866
H: -0.201 -0.437 -1.916  0.3014
H: 0.061 1.388 -1.542  0.3611
H: -2.560 0.990 0.944  0.4800
H: -2.791 0.619 -0.727  0.3535
H: -1.861 2.100 -0.365  0.4062
H: 0.413 1.697 0.993  0.4418
H: -0.570 0.906 2.174  0.3828
H: 0.809 0.036 1.530  0.3229
H: 2.482 0.426 0.830  0.2454
H: 0.521 -1.965 -0.175  0.2720
H: -1.282 -3.130 -0.006  0.2437
H: 2.879 -1.503 -0.574  0.1298

**Total charge**: -1
**Gap between HOMO and LUMO**: 5.3 eV
**Molecular weight**: 117.172 g mol⁻¹
**E_HOMO**: -1.56 eV
**Spin multiplicity**: 1
**Lowest unoccupied orbital energy**: 0.139 Eh

=====

The structure with the greatest stability is w.

=====

## w
ORCA calculation (ωB97M-V with the def2-TZVPD basis set) on CH4INS as an isolated structure.

Each line ends with the Mulliken charge.
Cartesian coordinates (Å):
C: -1.058 0.586 0.384  -0.9693
N: 0.924 -0.730 -0.649  -0.5619
S: -0.326 -1.096 0.313  0.0803
I: 2.721 0.241 0.055  0.0792
H: -1.935 0.597 0.944  0.3429
H: -1.171 0.935 -0.561  0.3583
H: -0.446 1.220 0.852  0.3308
H: 1.292 -1.752 -1.338  0.3397

**Gap between HOMO and LUMO**: 7.5 eV
**Molecular weight**: 189.021 g mol⁻¹
**E_HOMO**: -8.24 eV
**Spin multiplicity**: 1
**Lowest unoccupied orbital energy**: -0.027 Eh

=====

## x
ORCA calculation (ωB97M-V with the def2-TZVPD basis set) on CH4INS as an isolated structure.

Each line ends with the Mulliken charge.
Cartesian coordinates (Å):
C: 0.247 -0.736 -0.793  -0.6272
N: 0.272 0.191 0.430  -0.3613
S: -0.149 1.811 0.022  -0.0656
I: -0.940 -0.540 2.089  0.0928
H: 0.644 -1.736 -0.414  0.2624
H: -0.786 -0.891 -1.157  0.2894
H: 0.750 -0.070 -1.556  0.2667
H: -0.038 1.971 1.379  0.1428

**Gap between HOMO and LUMO**: 7.5 eV
**Molecular weight**: 189.021 g mol⁻¹
**E_HOMO**: -8.37 eV
**Spin multiplicity**: 1
**Lowest unoccupied orbital energy**: -0.031 Eh

=====

## y
ORCA calculation (ωB97M-V with the def2-TZVPD basis set) on CH4INS as an isolated structure.

Each line ends with the Mulliken charge.
Cartesian coordinates (Å):
C: -0.720 0.628 -0.200  -0.7205
N: 0.066 -0.067 0.775  -0.3834
S: 1.823 -1.138 -0.802  -0.1891
I: -1.037 -1.530 1.486  0.1713
H: -1.424 0.144 -0.759  0.3936
H: -1.420 1.357 0.368  0.3012
H: 0.095 1.053 -0.936  0.2586
H: 2.616 -0.447 0.069  0.1683

**Gap between HOMO and LUMO (spin up / spin down)**: 7.4 / 8.1 eV
**Molecular weight**: 189.021 g mol⁻¹
**E_HOMO (spin up / spin down)**: -9.18 / -9.45 eV
**Spin multiplicity**: 1
**Lowest unoccupied orbital energy (spin up / spin down)**: -0.067 / -0.048 Eh

=====

The structure with the greatest stability is x.